DFT (ωB97M-V/def2-TZVPD) results for a molecular structure, C30H30IN2O4ReS2.

```
70
Properties=species:S:1:pos:R:3
Re 0.2189 -0.5948 -1.1669
C -3.6281 -1.6130 -3.3574
C -3.4194 -0.1496 -3.1326
N -4.3615 0.6986 -3.5244
C -4.2061 2.0050 -3.3596
C -3.0867 2.5974 -2.7794
C -3.0536 4.1011 -2.6484
O -1.7554 4.5942 -2.9471
C -2.0798 1.7281 -2.3306
C -0.8434 2.2345 -1.7779
N 0.1138 1.5210 -1.2750
C 1.3119 2.2521 -0.9391
C 1.2824 3.4583 -0.2570
C 2.4626 4.1550 -0.0353
C 3.6784 3.6561 -0.4850
C 3.7248 2.4426 -1.1610
C 2.5383 1.7673 -1.3649
I 2.4862 -0.0792 -2.3609
C -2.2734 0.3592 -2.5261
O -1.3250 -0.5463 -2.1244
H -4.4515 -1.7440 -4.0539
H -3.8929 -2.1087 -2.4202
H -2.7356 -2.0942 -3.7561
H -5.0156 2.6289 -3.7216
H -3.3502 4.3847 -1.6315
H -3.7976 4.5146 -3.3301
H -1.8149 5.5130 -3.2308
H -0.6934 3.3070 -1.8652
H 0.3404 3.8514 0.1046
H 2.4314 5.1000 0.4898
H 4.5935 4.2063 -0.3149
H 4.6686 2.0498 -1.5158
O 0.8933 -0.5321 0.6360
S 1.1035 -0.2643 2.1759
C -0.1927 -1.2408 2.9612
C -0.2367 -2.6570 2.3828
C -1.3019 -2.7834 1.2934
C -1.2083 -4.0380 0.4428
S 0.1071 -4.0744 -0.8154
O 0.3378 -2.6216 -1.2885
C 1.5571 -4.5207 0.1015
C 1.6280 -5.8578 0.4744
C 2.7503 -6.2982 1.1609
C 3.7869 -5.4159 1.4342
C 3.7126 -4.0905 1.0227
C 2.5912 -3.6307 0.3486
C 0.6102 1.3821 2.5014
C 1.5785 2.1829 3.1026
C 1.2349 3.4749 3.4785
C -0.0471 3.9446 3.2367
C -1.0013 3.1376 2.6146
C -0.6823 1.8449 2.2490
H -1.1435 -0.7158 2.8783
H 0.1218 -1.2146 4.0088
H -0.4558 -3.3527 3.1936
H 0.7479 -2.9407 2.0065
H -1.2886 -1.9043 0.6358
H -2.2936 -2.7712 1.7514
H -2.1215 -4.1910 -0.1341
H -1.0414 -4.9418 1.0341
H 0.8366 -6.5555 0.2232
H 2.8220 -7.3345 1.4608
H 4.6673 -5.7676 1.9545
H 4.5374 -3.4186 1.2183
H 2.5311 -2.6047 0.0107
H 2.5741 1.8011 3.2932
H 1.9645 4.1030 3.9710
H -0.3171 4.9458 3.5463
H -2.0008 3.5160 2.4466
H -1.4290 1.2091 1.7871
```

Values from the calculation:
- E_LUMO (spin up / spin down) (eV) = -10.22 / -9.99
- multiplicity = 2
- ⟨S²⟩ = 0.757
- molar mass (g mol⁻¹) = 859.8
- total charge = +3
- HOMO energy (spin up / spin down) (eV) = -16.88 / -16.89